(one)
Density functional theory data (the ωB97M-V functional and the def2-TZVPD basis) for the molecule C4H7FO.

```
! wB97M-V def2-TZVPD RIJCOSX def2/J DEFGRID3
* xyz 0 1
O 0.7989 1.9271 -1.2873
C 0.7964 0.7101 -0.5861
C -0.7059 0.2336 -0.3590
C -0.8168 -1.0704 0.3642
C -0.2888 -1.2219 1.5386
F 0.2869 -0.2328 2.3774
H 0.8727 1.8323 -2.2214
H 1.3387 0.7098 0.4431
H 1.3536 -0.0427 -1.1735
H -1.2662 0.2201 -1.3290
H -1.2097 0.9697 0.2013
H -1.0448 -1.9938 -0.1506
H -0.1150 -2.0411 2.1824
*
```

The HOMO-LUMO gap is 10.6369 eV.

Atomic partial charges in e from the Mulliken method, atoms 1 to 8:
1. O -0.52
2. C -0.37
3. C -0.45
4. C -0.34
5. C -0.18
6. F -0.27
7. H 0.31
8. H 0.26

***

(two)
Density functional theory data (the ωB97M-V functional and the def2-TZVPD basis) for a cluster of 2 separate species, C4H7FO in total.

```
! wB97M-V def2-TZVPD RIJCOSX def2/J DEFGRID3
* xyz 0 1
C -1.8124 0.1141 -0.6906
C 0.2391 -1.2426 -0.4121
C 0.0963 1.3160 0.9298
C -1.0227 -0.7046 0.1354
O -2.8675 0.6189 -0.4053
F -1.4353 -1.2582 1.2767
H -1.4864 0.4039 -1.7108
H 0.9943 -1.4622 0.3892
H 0.8304 -0.5409 -0.9581
H 0.2285 -2.2603 -0.8574
H 0.5663 1.0798 0.0781
H -0.4235 2.2403 1.0155
H 0.3458 0.7172 1.6882
*
```

The HOMO-LUMO gap (alpha / beta) is 8.5857 / 8.2851 eV.

Atomic partial charges in e from the Mulliken method, atoms 1 to 8:
1. C -0.02
2. C -1.03
3. C -0.99
4. C 0.41
5. O -0.51
6. F -0.28
7. H 0.35
8. H 0.36

***

(three)
Density functional theory data (the ωB97M-V functional and the def2-TZVPD basis) for the molecule C4H7FO.

```
! wB97M-V def2-TZVPD RIJCOSX def2/J DEFGRID3
* xyz 0 1
F -2.8061 -0.0929 0.1621
C -1.4114 -0.5016 0.2213
C -0.5809 0.7779 0.0389
C 0.8880 0.5960 -0.1805
C 1.6243 -0.6192 -0.3379
O 1.6019 0.0159 0.9717
H -1.2991 -1.1131 -0.6760
H -1.2537 -1.0267 1.1609
H -1.1391 1.2912 -0.7213
H -0.7338 1.3862 0.9368
H 1.2792 1.5257 -0.5947
H 1.1288 -1.5971 -0.3409
H 2.7019 -0.6425 -0.6403
*
```

The HOMO-LUMO gap is 11.4984 eV.

Atomic partial charges in e from the Mulliken method, atoms 1 to 8:
1. F -0.33
2. C -0.37
3. C -0.71
4. C 0.19
5. C -0.33
6. O -0.43
7. H 0.29
8. H 0.28

***

(four)
Density functional theory data (the ωB97M-V functional and the def2-TZVPD basis) for a structure of composition C4H7FO.

```
! wB97M-V def2-TZVPD RIJCOSX def2/J DEFGRID3
* xyz 0 1
C -1.1939 0.6468 0.6106
C -0.0048 -0.3890 0.5481
C 1.1355 0.0141 -0.2580
C 2.3651 0.1963 0.3371
H -2.2175 0.3075 -1.1041
H -1.0863 1.7120 0.9380
H -2.1398 -0.0465 0.9312
H 0.3372 -1.0261 1.2561
H 0.9473 -0.0514 -1.4152
H 2.5237 0.0608 1.3798
H 3.3863 0.5888 0.0231
O -1.3982 1.1307 -0.7444
F -0.4863 -1.4889 -0.3866
*
```

The HOMO-LUMO gap is 10.4577 eV.

Atomic partial charges in e from the Mulliken method, atoms 1 to 8:
1. C -0.59
2. C 0.32
3. C -0.19
4. C -0.76
5. H 0.36
6. H 0.30
7. H 0.29
8. H 0.48

***

Which of them is the least stable? Correct choice: (two).

***

(one)
Density functional theory data (the ωB97M-V functional and the def2-TZVPD basis) for the molecule C2H10OSi2.

```
! wB97M-V def2-TZVPD RIJCOSX def2/J DEFGRID3
* xyz 0 1
C 1.2184 1.5237 -0.0526
Si 0.4126 -0.1911 -0.6033
C 1.0319 -1.7620 0.2038
Si -2.0596 0.5271 0.1436
O -2.9087 -0.7775 -0.3382
H 2.2430 1.3435 -0.0616
H 1.0029 2.4059 -0.7078
H 0.9853 1.9365 0.8952
H 0.7716 -0.4301 -2.0807
H 1.0362 -1.7635 1.2475
H 0.2449 -2.5467 0.0266
H 1.9588 -1.9993 -0.1257
H -2.0058 0.7281 1.6168
H -2.6991 1.6677 -0.6010
H -3.1575 -1.3693 0.4097
*
```

The HOMO-LUMO gap is 8.8979 eV.

Atomic partial charges in e from the Mulliken method, atoms 1 to 8:
1. C -1.21
2. Si 0.29
3. C -1.06
4. Si 0.35
5. O -0.45
6. H 0.36
7. H 0.32
8. H 0.40

***

(two)
Density functional theory data (the ωB97M-V functional and the def2-TZVPD basis) for a cluster of 2 separate species, C2H10OSi2 in total.

```
! wB97M-V def2-TZVPD RIJCOSX def2/J DEFGRID3
* xyz 0 1
C 1.2728 0.1452 0.2819
C -0.0999 2.4700 -1.1076
O -1.0926 -1.8744 2.0069
Si -1.4646 -2.8550 0.7591
Si -0.5098 1.0911 0.2220
H 1.6507 -0.1645 1.2367
H 1.1855 -0.8214 -0.2122
H 1.9893 0.7725 -0.2694
H 0.1114 2.1983 -2.1382
H -0.8639 3.2268 -1.0525
H 0.8437 3.0649 -0.8142
H -0.2686 -1.9358 2.5112
H -2.9095 -2.6305 0.9632
H -1.0999 -4.3530 0.5470
H -0.9762 -2.0821 -0.3852
*
```

The HOMO-LUMO gap is 7.6794 eV.

Atomic partial charges in e from the Mulliken method, atoms 1 to 8:
1. C -1.05
2. C -1.15
3. O -0.40
4. Si 0.49
5. Si 0.27
6. H 0.35
7. H 0.25
8. H 0.33

***

Which of them is the least stable? Correct choice: (two).

***

(one)
Density functional theory data (the ωB97M-V functional and the def2-TZVPD basis) for a cluster of 2 separate species, C2HN5 in total.

```
! wB97M-V def2-TZVPD RIJCOSX def2/J DEFGRID3
* xyz 0 1
C 0.2825 0.0277 -0.2329
C -0.4833 0.1336 0.6736
N -2.9009 -0.2482 4.1593
N -2.1776 0.8729 4.3542
N -2.5503 -0.7492 3.0219
N -1.4369 1.0935 3.3326
N -1.7026 0.0842 2.5472
H 0.6857 0.4183 -1.0999
*
```

The HOMO-LUMO gap (alpha / beta) is 7.8993 / 7.8945 eV.

The Mulliken scheme yields these atomic charges, measured in e:
1. C 0.02
2. C -0.13
3. N -0.07
4. N -0.18
5. N -0.31
6. N -0.16
7. N 0.48
8. H 0.35

***

(two)
Density functional theory data (the ωB97M-V functional and the def2-TZVPD basis) for a cluster of 2 separate species, C2HN5 in total.

```
! wB97M-V def2-TZVPD RIJCOSX def2/J DEFGRID3
* xyz 0 1
C 0.2734 0.0336 -0.2329
C -0.5140 0.0411 0.6615
N -4.4008 -0.2526 2.1123
N -3.6266 -0.3796 3.2022
N -3.6760 -0.0930 1.0809
N -2.4122 -0.2978 2.8399
N -2.4573 -0.1227 1.5417
H 1.1450 0.0849 -0.8292
*
```

The HOMO-LUMO gap (alpha / beta) is 8.2021 / 8.2010 eV.

The Mulliken scheme yields these atomic charges, measured in e:
1. C 0.09
2. C -0.24
3. N -0.04
4. N -0.22
5. N -0.32
6. N -0.16
7. N 0.51
8. H 0.39

***

Which of them is the least stable? Correct choice: (one).

***

(one)
Density functional theory data (the ωB97M-V functional and the def2-TZVPD basis) for a structure of composition C7H16Cl6O4.

```
! wB97M-V def2-TZVPD RIJCOSX def2/J DEFGRID3
* xyz 0 1
C -1.3325 -0.6386 1.3922
Cl 0.0174 -1.5454 0.8061
Cl -0.9141 -0.0435 2.9881
Cl -1.7275 0.7491 0.2419
Cl -2.6759 -1.7728 1.5410
C 2.2460 0.4296 -0.7952
C 1.7067 1.8423 -0.9455
O 1.7363 2.5622 0.2423
O 1.3397 -0.3768 -0.1960
H 3.1964 0.3934 -0.2627
H 2.5572 0.1147 -1.7913
H 0.6435 1.9258 -1.1711
H 2.3095 2.4583 -1.6128
H 0.9289 3.0778 0.3042
H 1.2154 -0.2388 0.7459
C -0.9444 2.4993 -1.1170
C -1.5738 2.1081 -2.4487
O -2.7077 1.3144 -2.1294
O -1.4670 3.7008 -0.6216
H 0.1063 2.7713 -1.2179
H -1.0116 1.6336 -0.4582
H -0.8325 1.5262 -2.9963
H -1.9205 2.9881 -2.9903
H -3.3988 1.8235 -1.6995
H -2.1598 3.5434 0.0240
Cl -0.8111 -3.8123 0.1832
C 0.7731 -3.8806 1.0287
C 0.6560 -4.4803 2.4674
Cl -0.1438 -3.3040 3.6420
H 0.9867 -2.8145 1.1053
H 1.5273 -4.3617 0.4059
H 1.6128 -4.7985 2.8813
H 0.0619 -5.3940 2.4539
*
```

The HOMO-LUMO gap is 9.6549 eV.

Atomic partial charges in e from the Mulliken method, atoms 1 to 8:
1. C 0.39
2. Cl -0.02
3. Cl -0.11
4. Cl -0.08
5. Cl -0.12
6. C -0.89
7. C -0.14
8. O -0.58

***

(two)
Density functional theory data (the ωB97M-V functional and the def2-TZVPD basis) for a cluster of 4 separate species, C7H16Cl6O4 in total.

```
! wB97M-V def2-TZVPD RIJCOSX def2/J DEFGRID3
* xyz 0 1
Cl -1.8962 -1.7113 2.8544
C -1.0429 -0.7865 1.6144
Cl -0.2529 0.5977 2.3669
Cl 0.1623 -1.8079 0.8379
Cl -2.2152 -0.2206 0.4087
Cl 3.2357 -2.3914 -1.9898
C 1.5348 -2.9804 -2.0948
C 1.1774 -3.3389 -3.5112
Cl 0.8733 -1.8819 -4.4561
H 0.9299 -2.1308 -1.7878
H 1.4302 -3.7811 -1.3704
H 0.2718 -3.9447 -3.5428
H 1.9585 -3.9101 -4.0065
O -4.1538 -1.5704 -3.7487
C -2.8028 -1.3066 -4.0781
C -2.1255 -0.4813 -3.0279
O -2.9148 0.6908 -2.8158
H -4.4854 -0.7962 -3.2818
H -2.2737 -2.2571 -4.1675
H -2.7449 -0.8002 -5.0499
H -1.1189 -0.2233 -3.3612
H -2.0370 -1.0515 -2.0938
H -2.3674 1.3741 -2.4215
O 3.1300 4.3182 4.1153
C 2.7918 3.4618 5.1950
C 1.4641 2.8103 4.8983
O 0.4044 3.7593 4.8530
H 3.7313 4.9921 4.4384
H 3.5541 2.6962 5.3733
H 2.6508 4.0519 6.1072
H 1.2025 2.1500 5.7283
H 1.4603 2.2137 3.9826
H 0.4680 4.2560 4.0319
*
```

The HOMO-LUMO gap is 10.3598 eV.

Atomic partial charges in e from the Mulliken method, atoms 1 to 8:
1. Cl -0.10
2. C 0.35
3. Cl -0.08
4. Cl -0.10
5. Cl -0.09
6. Cl -0.20
7. C -0.13
8. C -0.46

***

Which of them is the least stable? Correct choice: (one).

***

(one)
Density functional theory data (the ωB97M-V functional and the def2-TZVPD basis) for a cluster of 4 separate species, C6H16O3 in total.

```
! wB97M-V def2-TZVPD RIJCOSX def2/J DEFGRID3
* xyz 0 1
C 1.5738 1.6915 1.2027
C 0.6510 0.8369 1.6424
C -0.3117 0.1779 0.7347
C -0.5210 -1.1306 0.6387
C -1.5127 -1.8397 -0.2335
C -2.5993 -0.9657 -0.9277
H 2.3791 2.0016 1.8617
H 1.7906 1.9944 0.1860
H 0.5008 0.4402 2.6475
H -0.9230 0.7896 0.0830
H 0.0127 -1.8567 1.2695
H -0.9964 -2.5348 -0.8840
H -2.1386 -2.4227 0.4703
H -2.6424 0.0096 -0.4657
H -3.5460 -1.5032 -0.9086
H -2.3064 -0.8212 -1.9694
O -0.9740 3.0196 -0.4026
H -1.2526 2.7523 0.4854
H -0.6674 3.9240 -0.2529
O 3.3701 -0.6339 0.6529
H 2.4274 -0.7076 0.6082
H 3.5023 0.0762 0.0401
O 1.3018 -1.1048 -2.5105
H 2.1462 -1.4104 -2.1578
H 0.7356 -0.7823 -1.8105
*
```

The HOMO-LUMO gap is 9.9157 eV.

Atomic partial charges in e from the Mulliken method, atoms 1 to 8:
1. C -0.79
2. C -0.58
3. C 0.22
4. C -0.43
5. C -0.38
6. C -1.15
7. H 0.28
8. H 0.41

***

(two)
Density functional theory data (the ωB97M-V functional and the def2-TZVPD basis) for a structure of composition C6H16O3.

```
! wB97M-V def2-TZVPD RIJCOSX def2/J DEFGRID3
* xyz 0 1
C -10.7462 25.1479 14.7934
O -10.6427 25.0169 13.4270
H -11.0151 26.1328 15.1753
H -11.4662 24.4202 15.1678
H -9.8339 24.8405 15.3045
H -9.7185 24.9328 13.1814
C -11.8939 23.7907 12.1520
O -11.5102 25.0085 11.7176
H -11.9218 23.1540 11.2678
H -11.1784 23.3598 12.8523
H -12.8783 23.7934 12.6199
H -11.2858 25.4757 12.5257
C -14.9682 26.3574 13.5276
C -13.7270 25.6899 13.0706
C -12.5223 26.1519 13.7589
O -12.9536 27.4041 14.1133
C -14.3765 27.6398 14.1175
H -15.5387 25.8134 14.2804
H -15.6537 26.4873 12.6901
H -13.4774 25.8904 12.0287
H -13.9029 24.6152 13.0252
H -11.6641 26.3113 13.1061
H -12.2734 25.4156 14.5231
H -14.5171 28.4580 13.4112
H -14.6826 27.9476 15.1174
*
```

The HOMO-LUMO gap is 9.2599 eV.

Atomic partial charges in e from the Mulliken method, atoms 1 to 8:
1. C -0.89
2. O -0.34
3. H 0.35
4. H 0.28
5. H 0.42
6. H 0.30
7. C -0.47
8. O -0.78

***

Which of them is the least stable? Correct choice: (two).

***

(one)
Density functional theory data (the ωB97M-V functional and the def2-TZVPD basis) for the molecule C4H12ClNSi.

```
! wB97M-V def2-TZVPD RIJCOSX def2/J DEFGRID3
* xyz 0 1
C -0.6714 2.3999 -0.5663
C -0.8143 1.7185 0.7508
Si -1.0558 -0.4298 0.7828
Cl -2.8154 -1.0241 -0.0779
N 0.2505 -1.1104 -0.1094
C 0.2905 -2.5571 -0.2207
C 1.5629 -0.5026 -0.1744
H 0.3457 2.1063 -0.9300
H -1.3791 2.3853 -1.4014
H -0.5692 3.3954 -0.1894
H -1.6818 2.3425 1.1449
H 0.0215 2.0864 1.4386
H -1.5055 -0.7399 2.2101
H -0.6185 -2.9178 0.1885
H 0.3965 -2.8035 -1.2155
H 1.1503 -3.0044 0.3281
H 1.4322 0.6655 -0.2141
H 1.9651 -0.8331 0.7891
H 2.0851 -0.8054 -1.2099
*
```

The HOMO-LUMO gap is 10.0062 eV.

Atomic partial charges in e from the Mulliken method, atoms 1 to 8:
1. C -0.95
2. C -0.67
3. Si 0.41
4. Cl -0.29
5. N 0.18
6. C -1.08
7. C -0.89
8. H 0.24

***

(two)
Density functional theory data (the ωB97M-V functional and the def2-TZVPD basis) for a cluster of 2 separate species, C4H12ClNSi in total.

```
! wB97M-V def2-TZVPD RIJCOSX def2/J DEFGRID3
* xyz 0 1
C 1.0917 1.2769 1.4473
C 1.5285 1.5814 -1.0866
C -1.6509 -2.6934 -0.3616
C 1.1429 0.5778 -0.0210
N -1.3223 -1.5162 0.3758
Si -0.5609 -0.1113 -0.4481
Cl -2.5352 1.7123 0.8398
H 0.8769 0.5083 2.2664
H 2.0836 1.7389 1.6918
H 0.2940 2.0065 1.5053
H 1.8552 1.1290 -1.9544
H 2.4087 2.1921 -0.6144
H 0.6631 2.1562 -1.2093
H -1.1795 -2.5517 -1.4490
H -1.2762 -3.7006 -0.0041
H -2.6803 -2.9529 -0.6285
H 1.8087 -0.2349 0.2376
H -1.8336 -1.3599 1.2580
H -0.7145 0.2414 -1.8450
*
```

The HOMO-LUMO gap is 8.6076 eV.

Atomic partial charges in e from the Mulliken method, atoms 1 to 8:
1. C -1.31
2. C -1.39
3. C -0.73
4. C 0.31
5. N -0.14
6. Si 0.31
7. Cl -0.57
8. H 0.33

***

Which of them is the least stable? Correct choice: (two).